1.
{
  "formula": "C18H22N8O",
  "method": "the ωB97M-V functional and the def2-TZVPD basis",
  "species": ["N", "O", "C", "N", "N", "N", "C", "C", "C", "C", "C", "C", "C", "C", "N", "N", "N", "N", "C", "C", "C", "C", "C", "C", "C", "C", "C", "H", "H", "H", "H", "H", "H", "H", "H", "H", "H", "H", "H", "H", "H", "H", "H", "H", "H", "H", "H", "H", "H"],
  "coordinates": [[-4.1018, -2.7203, -2.8991], [-2.0826, 1.7282, 1.8001], [-4.0939, -1.5816, -2.8043], [4.4419, -3.9342, 2.5648], [0.1172, -0.6652, -0.9479], [3.6437, 0.3329, 0.6733], [-2.4726, 1.3327, 0.7034], [3.6060, -3.3807, 1.7178], [-0.4972, 0.2165, -0.2303], [2.9215, 1.3218, 0.1701], [3.1933, -0.9985, 0.6638], [3.8665, -1.9724, 1.5208], [4.9426, -1.7051, 2.3327], [2.1823, -1.3242, -0.2144], [5.2540, -2.9186, 2.9454], [-4.0494, -0.2248, -2.6751], [0.2839, 1.2846, 0.0460], [-3.4432, 2.0624, -0.0004], [-1.8290, 0.0205, 0.3008], [6.2939, -3.1602, 3.9628], [-3.6360, 3.4577, 0.3951], [1.5126, -0.3194, -1.0373], [-2.9468, 0.5912, -3.2055], [-4.6655, 0.4018, -1.5083], [1.6195, 1.1065, -0.5261], [-2.8723, 1.8774, -2.3581], [-3.9913, 1.7629, -1.3437], [2.9033, -3.9296, 1.1162], [3.3554, 2.3110, 0.1718], [5.4770, -0.7754, 2.4319], [1.8449, -2.3466, -0.2750], [0.2004, 1.6624, 0.9926], [-1.7595, -0.6110, 1.1689], [-2.4205, -0.5956, -0.3782], [7.2126, -2.6083, 3.7029], [6.5109, -4.2066, 4.0087], [5.9913, -2.8398, 4.9662], [-4.6336, 3.8231, 0.1705], [-2.8852, 4.0959, -0.0804], [-3.5442, 3.5969, 1.4741], [1.8996, -0.3942, -2.0411], [-3.0953, 0.8982, -4.2579], [-2.0034, 0.0536, -3.1080], [-5.7359, 0.5143, -1.6742], [-4.5809, -0.1866, -0.5804], [1.6822, 1.7638, -1.3911], [-1.8698, 1.8847, -1.8745], [-3.0001, 2.7960, -2.9312], [-4.7464, 2.5018, -1.6582]],
  "forces_ev_per_angstrom": [[-0.16, -1.36, -0.16], [-0.16, 0.55, -0.58], [0.49, 2.95, 0.26], [0.33, 0.91, 0.04], [-2.31, -0.27, -0.38], [-0.72, 2.91, -0.65], [-0.77, 0.70, 1.16], [-0.03, 1.38, -0.95], [2.91, -1.79, -1.90], [1.44, -2.91, 2.06], [-2.47, -0.49, -2.02], [0.24, -0.43, 0.43], [-0.23, -1.85, 0.33], [2.58, -0.33, 2.42], [0.60, 0.92, 0.33], [-0.03, -0.67, 0.09], [0.46, 2.36, 2.57], [-0.38, -0.40, 0.34], [-2.25, -0.15, -0.94], [-0.16, 1.00, -0.32], [0.25, 0.15, 0.80], [-0.14, -0.20, -0.25], [0.53, 0.38, -0.91], [-0.36, -0.49, 0.71], [-0.32, -0.23, -1.23], [0.81, -0.90, -0.40], [0.51, 0.20, 0.33], [-0.16, -0.42, 0.37], [0.14, 0.10, 0.15], [0.17, -0.18, 0.33], [-0.10, -0.08, -0.21], [-0.07, 0.09, -0.45], [0.06, 0.11, 0.71], [0.17, 0.17, -0.40], [-0.41, -0.23, -0.03], [0.03, -0.59, -0.19], [-0.20, 0.03, -0.25], [-0.08, -0.25, -0.43], [-0.10, 0.07, -0.06], [0.27, -0.33, -0.14], [-0.08, -0.03, -0.66], [-0.10, -0.67, 0.33], [-0.02, -0.12, -0.22], [-0.08, 0.10, -0.04], [0.20, -0.02, -0.37], [-0.10, 0.24, -0.21], [-0.77, 0.30, -0.19], [0.25, -0.21, -0.19], [0.34, 0.01, 0.97]],
  "mulliken_charge": [-0.53, -0.66, 0.50, -0.91, -0.67, -0.53, 0.38, -0.42, -0.03, -0.39, 0.51, 0.15, -0.43, -0.86, 0.66, -0.05, -0.05, 0.07, -0.09, -0.81, -1.24, 0.22, -0.65, -1.46, -0.34, -0.54, 0.18, 0.45, 0.45, 0.45, 0.33, 0.30, 0.46, 0.02, 0.29, 0.29, 0.29, 0.39, 0.36, 0.38, 0.49, 0.33, 0.34, 0.41, 0.36, 0.34, 0.08, 0.41, 0.75],
  "orbital_gap_ev": 7.98,
  "multiplicity": 1,
  "lumo_ev": 0.0,
  "smiles": "CN(C(=O)CC1=N[C@@H]2C=C(c3cnn(C)c3)N=C[C@@H]2N1)[C@H]1CCN(C#N)C1",
  "homo_ev": -7.93,
  "total_energy_ha": -1212.29633
}

=====

2.
{
  "formula": "C20H53N3O6",
  "method": "the ωB97M-V functional and the def2-TZVPD basis",
  "species": ["C", "O", "H", "H", "H", "H", "C", "O", "H", "H", "H", "H", "C", "O", "H", "H", "H", "H", "C", "C", "C", "O", "C", "N", "H", "H", "H", "H", "H", "H", "H", "H", "H", "H", "H", "C", "C", "C", "O", "C", "N", "H", "H", "H", "H", "H", "H", "H", "H", "H", "H", "H", "C", "C", "C", "C", "C", "C", "N", "O", "C", "C", "C", "H", "H", "H", "H", "H", "H", "H", "H", "H", "H", "H", "H", "H", "H", "H", "H", "H", "H", "H"],
  "coordinates": [[-2.7791, -0.4850, 0.7139], [-4.0505, -0.0791, 0.2600], [-2.5712, -0.4722, 1.7839], [-2.7762, -1.5414, 0.4454], [-2.0495, 0.0378, 0.0956], [-3.9523, 0.8518, 0.0468], [2.3872, -1.1453, -3.5609], [2.5789, -0.8277, -2.2320], [1.3475, -1.2798, -3.8591], [3.0114, -0.5799, -4.2528], [2.7088, -2.1800, -3.6788], [2.2631, -1.5244, -1.6520], [0.1966, -0.6337, -0.1888], [0.0429, -1.8049, -0.9449], [-0.4168, 0.1235, -0.6772], [-0.0045, -0.6593, 0.8821], [1.2016, -0.2346, -0.3254], [0.7853, -2.4080, -0.8636], [1.7289, -2.6659, 0.7295], [2.1110, -3.5360, -0.4763], [1.6477, -5.0060, -0.3362], [1.9854, -5.8618, -1.4616], [1.8629, -7.2216, -1.2013], [1.5717, -2.8173, -1.6631], [0.6775, -2.6079, 1.0113], [2.0707, -1.6310, 0.7125], [2.3310, -3.1252, 1.5135], [3.1951, -3.6105, -0.5614], [0.5583, -5.0339, -0.3110], [2.1319, -5.3604, 0.5738], [0.8194, -7.5329, -1.2501], [2.2748, -7.4307, -0.2140], [2.4222, -7.8682, -1.8775], [0.6941, -3.2438, -1.9238], [2.0367, -3.0854, -2.5186], [-2.1041, 0.1869, -2.3783], [-1.7470, -0.8436, -3.4763], [-0.9921, -0.2048, -4.6040], [-1.6697, 0.8700, -5.2816], [-0.9257, 1.5780, -6.2713], [-0.9822, -1.9658, -2.9781], [-2.2022, -0.2776, -1.3972], [-3.0761, 0.6104, -2.6312], [-1.4425, 1.0496, -2.4559], [-2.7216, -1.1297, -3.8718], [-0.8030, -0.9924, -5.3334], [0.0278, 0.0732, -4.3384], [-0.3047, 0.8473, -6.7895], [-0.2563, 2.3572, -5.9068], [-1.6172, 2.0277, -6.9838], [-1.1143, -1.8157, -1.9881], [-0.0112, -1.6965, -3.0476], [-1.8768, 3.9795, 4.5532], [-0.3900, 4.0517, 4.0171], [0.6853, 3.2495, 4.9032], [0.7673, 1.7643, 4.5775], [1.0166, 1.5826, 3.0830], [-0.0748, 2.2817, 2.1805], [-0.2826, 3.6783, 2.6373], [-1.1228, 4.3891, 1.8722], [0.5287, 2.2876, 0.7204], [-1.3846, 1.5212, 2.2927], [0.0881, 5.5302, 4.1310], [-2.2697, 2.9639, 4.6008], [-1.9440, 4.4342, 5.5416], [-2.5266, 4.5593, 3.8977], [1.6585, 3.7393, 4.8720], [0.4853, 3.3482, 5.9701], [1.4061, 1.1242, 5.1861], [-0.2121, 1.3186, 4.7512], [0.8666, 0.5194, 2.8956], [2.0652, 1.8004, 2.8801], [0.3921, 1.3307, 0.2166], [1.5370, 2.6857, 0.6066], [0.0018, 3.0554, 0.1539], [-1.5030, 0.7419, 1.5398], [-2.3073, 2.0397, 2.0325], [-1.7291, 1.1273, 3.2489], [0.5080, 5.7903, 5.1026], [0.8357, 5.8313, 3.3971], [-0.7532, 6.1550, 3.8311], [-0.5664, 4.9256, 1.3028]],
  "forces_ev_per_angstrom": [[-0.74, -1.89, -1.02], [-0.41, 0.70, 0.53], [-0.63, 0.31, -0.10], [0.55, -0.24, -0.12], [0.00, -0.33, 1.04], [-0.43, 0.16, -0.01], [0.32, -1.83, -0.03], [1.71, 3.81, -0.31], [0.07, 0.99, -0.33], [-0.39, 0.42, 0.24], [0.72, -0.32, -0.72], [-0.42, 0.05, -0.46], [0.22, 0.55, -1.33], [-4.73, 4.19, 5.66], [-0.03, -0.26, 0.23], [-0.27, -0.30, 0.06], [0.25, -0.08, 0.06], [-1.88, 2.54, 1.92], [1.55, -1.28, 1.81], [0.17, -0.90, -0.77], [-0.24, -0.12, -0.93], [0.91, 1.98, -0.02], [-0.19, -0.62, 0.81], [5.13, -8.19, -3.95], [0.24, -0.70, 0.05], [0.31, -0.33, -0.52], [-0.34, 0.07, 0.62], [0.08, 0.50, -0.06], [-0.24, 0.04, 0.72], [-0.30, -0.38, 0.17], [-0.19, -0.11, 0.18], [-0.16, -0.24, 0.29], [0.11, 0.58, -0.43], [-0.50, -0.62, -0.44], [1.13, -0.42, 0.05], [-0.53, 0.24, -1.13], [-1.07, 1.42, -0.41], [0.48, 0.32, -1.87], [-0.19, 0.24, 0.80], [0.05, -1.12, 0.14], [-1.23, 0.23, -1.21], [0.18, 0.23, -0.83], [-0.17, -0.02, 0.10], [0.41, -0.08, 0.64], [0.04, -0.59, -0.20], [-0.14, -0.34, -0.41], [-0.05, 0.64, 0.60], [0.14, 0.02, -0.39], [-0.07, 0.06, 0.52], [-0.11, -0.11, 0.16], [-0.17, -1.17, -0.44], [-0.15, 0.01, -0.10], [0.95, -0.03, -0.08], [0.90, 0.27, 1.81], [-0.61, -0.20, 0.15], [-1.06, 0.11, -0.78], [-0.84, -0.42, 0.42], [1.15, 0.53, 0.61], [3.44, -1.74, 0.69], [-1.94, 0.96, -1.49], [-1.29, 1.01, 0.41], [-1.12, -0.69, -1.19], [-0.71, 0.24, -0.65], [0.14, -0.05, 0.04], [0.09, -0.08, 0.09], [0.11, -0.04, -0.11], [0.15, -0.01, -0.80], [-0.73, 0.21, 0.06], [0.52, 0.51, 0.05], [-0.32, 0.12, 0.24], [0.25, -0.23, -0.31], [-0.17, 0.47, -0.54], [0.32, 0.88, 0.43], [0.35, -0.56, 0.73], [-0.62, -0.28, -0.28], [1.31, 0.47, 0.96], [0.27, 1.22, -0.24], [0.92, -0.23, 0.36], [-0.48, -0.01, 0.15], [0.36, -0.67, -0.09], [-0.13, 0.34, 0.60], [0.02, 0.20, -0.10]],
  "mulliken_charge": [0.00, -0.58, 0.46, 0.31, -0.21, 0.42, -0.76, -0.68, 0.32, 0.34, 0.29, 0.70, -1.93, -0.62, -0.26, 0.66, 0.86, 0.35, -1.68, 0.27, -1.11, -0.30, -0.75, -0.55, 0.25, 0.45, 0.52, 0.57, 0.35, 0.53, 0.28, 0.32, 0.26, 0.50, 0.34, -0.70, 0.73, -1.20, -0.41, -0.75, -0.66, -0.16, 0.45, 0.31, 0.27, 0.57, 0.64, 0.33, 0.28, 0.27, 0.49, -0.21, -1.58, 1.38, -1.41, -0.95, -0.86, 1.58, 0.55, -0.50, -1.62, -0.30, -1.90, 0.30, 0.44, 0.38, 0.46, 0.58, 0.50, 0.28, 0.08, 0.49, -0.14, 0.47, 0.51, -1.60, 0.62, 0.55, 0.39, 0.39, 0.41, 0.36],
  "orbital_gap_ev": 8.48,
  "multiplicity": 1,
  "lumo_ev": 0.6,
  "homo_ev": -7.91,
  "total_energy_ha": -1409.06032
}

=====

3.
{
  "formula": "C29H41F5P2SYb",
  "method": "the ωB97M-V functional and the def2-TZVPD basis",
  "species": ["Yb", "C", "C", "C", "C", "C", "C", "H", "H", "H", "C", "H", "H", "H", "C", "H", "H", "H", "C", "H", "H", "H", "C", "H", "H", "H", "C", "C", "C", "C", "C", "C", "C", "C", "H", "H", "H", "H", "H", "H", "H", "H", "H", "H", "H", "H", "P", "C", "C", "P", "C", "C", "C", "H", "H", "H", "H", "H", "H", "H", "H", "H", "H", "H", "H", "H", "H", "F", "C", "C", "F", "C", "F", "C", "S", "C", "F", "C", "F"],
  "coordinates": [[2.0842, -0.0827, -1.0395], [-0.6015, -0.5537, 0.9623], [-0.2351, -1.6010, 0.0740], [1.4168, -1.3984, 1.6528], [0.4075, -0.4480, 1.9457], [1.0293, -2.1148, 0.4915], [-1.8527, 0.2382, 0.9579], [-2.4145, 0.1174, 0.0236], [-1.6611, 1.3136, 1.1111], [-2.5177, -0.0860, 1.7742], [0.3874, 0.3833, 3.1669], [-0.4447, 1.0962, 3.1443], [1.3246, 0.9433, 3.2976], [0.2609, -0.2433, 4.0651], [2.5695, -1.7049, 2.5189], [2.3501, -1.4527, 3.5663], [3.4588, -1.1266, 2.2288], [2.8404, -2.7672, 2.4560], [1.7297, -3.2888, -0.0863], [2.3029, -3.7974, 0.7037], [2.4464, -3.0369, -0.8945], [0.9987, -3.9966, -0.5115], [-1.1298, -2.2524, -0.9115], [-1.1621, -3.3426, -0.7485], [-0.7792, -2.1025, -1.9445], [-2.1601, -1.8725, -0.8354], [-1.8680, 2.9868, -2.4595], [-2.8914, 2.1252, -2.3474], [-2.9378, 0.7281, -2.8949], [-2.6762, 0.6883, -4.4380], [-1.1911, 0.4033, -4.8179], [-0.2338, 0.0952, -3.6451], [0.0018, 1.2234, -2.5860], [-0.5384, 2.6127, -3.0018], [-3.9643, 0.3386, -2.6889], [-3.1169, 1.5613, -4.9513], [-2.2555, 0.0548, -2.3268], [-0.5520, 2.6467, -4.1061], [-1.9763, 4.0252, -2.1606], [-3.8177, 2.4630, -1.8660], [0.2155, 3.3702, -2.7162], [-0.4224, 0.8890, -1.6235], [-0.5303, -0.8531, -3.1627], [1.0981, 1.3902, -2.4312], [-3.2896, -0.1598, -4.8162], [-1.2559, -0.5738, -5.3567], [-0.2840, 1.5039, -6.0107], [-0.4169, 3.3294, -6.2015], [-0.9620, 0.8622, -7.5989], [1.4733, -0.2486, -4.3237], [1.4627, 1.1175, -5.5897], [1.3960, -1.6445, -5.4702], [3.0549, -0.2790, -3.4644], [0.5340, 3.8038, -5.9257], [-1.2239, 3.7421, -5.5905], [-0.6281, 3.5813, -7.2463], [-0.6620, 1.4999, -8.4475], [-2.0624, 0.8765, -7.5361], [-0.6365, -0.1695, -7.8005], [3.8415, -0.1173, -4.2223], [3.2415, -1.2785, -3.0214], [3.2939, 0.5665, -2.7542], [1.9500, 2.0368, -5.2216], [1.9905, 0.8234, -6.5155], [1.8952, -2.5093, -5.0081], [1.9431, -1.3681, -6.3885], [0.3637, -1.9183, -5.7273], [1.6215, 4.6470, 3.8991], [2.1676, 3.6851, 3.1274], [1.6165, 3.3779, 1.8775], [0.4806, 3.9965, 1.4586], [2.2406, 2.4194, 1.1106], [1.4951, 1.8240, 0.0533], [3.4437, 1.7781, 1.4282], [4.2475, 0.7161, 0.3229], [3.8980, 2.0205, 2.7507], [4.9248, 1.2684, 3.2229], [3.2878, 2.9655, 3.5730], [3.7838, 3.2015, 4.8100]],
  "forces_ev_per_angstrom": [[-1.50, -1.88, 2.58], [0.99, -0.25, 0.01], [0.50, 0.73, 0.06], [-0.74, 0.24, -0.55], [0.34, -0.64, -0.94], [-0.16, 0.86, 0.03], [-0.61, 0.28, 0.20], [0.04, 0.10, 0.12], [-0.12, -0.27, -0.11], [0.02, 0.16, -0.20], [-0.03, 0.43, 0.53], [0.16, -0.02, 0.10], [-0.24, -0.08, 0.09], [0.01, 0.22, -0.16], [0.80, 0.06, 0.41], [0.08, -0.19, -0.22], [-0.05, -0.19, 0.19], [-0.01, 0.21, 0.18], [0.04, -0.51, -0.02], [-0.08, -0.02, -0.42], [0.01, -0.22, 0.04], [0.38, 0.09, 0.07], [-0.31, -0.34, -0.49], [-0.12, 0.28, -0.12], [-0.28, -0.34, 0.04], [0.27, -0.15, -0.08], [-1.01, -0.48, 0.14], [0.08, 0.99, 0.27], [-0.51, -0.15, 0.09], [-0.74, -0.63, 0.16], [-0.32, -0.34, 0.61], [-0.27, 0.72, -0.39], [-0.34, -0.06, -0.15], [1.13, -0.03, -0.20], [0.81, 0.18, -0.33], [0.34, -0.06, 0.43], [-0.48, 0.32, -0.56], [0.02, 0.17, 0.83], [-0.11, -0.19, 0.21], [0.43, 0.05, -0.23], [-0.42, -0.24, -0.03], [0.15, 0.33, -0.14], [0.17, 0.61, -0.35], [-0.65, 0.04, -0.33], [0.56, 0.42, 0.09], [0.38, 0.83, -0.08], [-0.43, -0.59, -0.89], [-0.20, 0.02, 0.09], [0.67, 0.16, -0.30], [-1.59, -2.42, 1.46], [0.17, 1.08, -0.53], [0.69, -0.33, 0.12], [2.35, 1.07, -1.41], [-0.32, -0.20, 0.09], [0.09, -0.02, -0.08], [0.04, -0.27, 0.14], [-0.06, -0.29, 0.36], [0.37, 0.05, 0.19], [-0.10, 0.32, 0.17], [0.62, -0.09, 0.18], [-0.27, 0.48, -0.24], [-0.24, -0.56, -0.79], [-0.30, -0.19, -0.18], [-0.07, 0.00, 0.51], [-0.27, 0.18, -0.27], [-0.20, -0.30, 0.14], [0.33, 0.10, 0.18], [0.33, -0.68, -0.51], [0.10, 0.09, -0.03], [-0.50, 0.52, 0.39], [0.81, -0.60, 0.31], [-0.13, -1.02, -0.21], [0.47, 1.77, 0.52], [-0.62, 0.39, 0.99], [0.46, -0.24, -0.36], [0.32, -0.48, -0.55], [-0.79, 0.98, -0.31], [0.12, 0.18, 0.47], [-0.45, -0.15, -1.01]],
  "mulliken_charge": [0.34, 0.45, 1.36, 0.73, 0.26, -0.27, -1.60, 0.09, 0.28, 0.45, -1.65, 0.38, 0.26, 0.40, -1.55, 0.30, 0.10, 0.42, -0.72, 0.36, -0.03, 0.29, -1.52, 0.49, 0.10, 0.47, -0.72, -0.46, 0.23, -1.36, -0.46, 1.54, -0.19, 0.76, 0.61, 0.23, -0.74, -1.73, 0.53, 0.42, 0.69, -0.89, -0.78, 0.88, 0.46, 0.81, 1.17, -1.29, -1.40, 0.87, -1.67, -1.29, -1.45, 0.44, 0.40, 0.44, 0.49, 0.44, 0.38, 0.59, 0.35, 0.52, 0.45, 0.68, 0.43, 0.42, 0.31, -0.30, 0.55, -0.30, -0.35, -0.03, 0.37, 0.28, -0.38, 0.26, -0.38, 0.24, -0.30],
  "orbital_gap_ev": [5.03, 5.40],
  "s_squared": 0.752,
  "multiplicity": 2,
  "lumo_ev": [-3.1, -3.1],
  "charge": 1,
  "homo_ev": [-8.09, -8.48],
  "total_energy_ha": -3868.10824
}